# 1
Entry from the Open Molecules 2025 dataset: a cluster of 9 separate species, C30H54O27 in total at a distorted geometry (wB97M-V/def2-TZVPD).

Atoms and positions in Å:
C  -9.944  -5.832  15.299
C  -10.518  -4.880  16.352
C  -11.980  -4.505  16.076
O  -12.702  -5.105  17.083
C  -11.960  -5.772  17.917
O  -12.466  -6.567  18.779
O  -10.666  -5.583  17.617
H  -9.755  -5.428  14.283
H  -10.765  -6.520  15.167
H  -9.043  -6.302  15.670
H  -9.885  -4.008  16.432
H  -12.446  -4.836  15.154
H  -12.126  -3.461  16.112
C  -5.587  -9.091  11.918
C  -6.924  -9.387  12.578
C  -6.911  -10.537  13.562
O  -6.739  -9.935  14.821
C  -7.072  -8.649  14.715
O  -7.305  -7.905  15.702
O  -7.293  -8.346  13.458
H  -4.832  -8.819  12.629
H  -5.765  -8.286  11.178
H  -5.160  -10.012  11.475
H  -7.710  -9.539  11.902
H  -6.104  -11.202  13.330
H  -7.794  -11.081  13.417
C  -13.740  -0.480  15.032
C  -12.721  -1.241  14.230
C  -12.043  -0.604  13.029
O  -10.668  -1.025  13.165
C  -10.532  -1.466  14.358
O  -9.468  -1.809  14.872
O  -11.637  -1.491  15.055
H  -13.245  0.404  15.470
H  -14.164  -1.067  15.948
H  -14.553  -0.027  14.381
H  -13.190  -2.232  13.915
H  -12.086  0.488  12.900
H  -12.508  -1.017  12.163
C  -6.045  -2.335  16.434
O  -6.606  -2.462  15.109
C  -6.918  -3.700  14.638
O  -6.972  -4.899  15.434
O  -7.215  -3.811  13.336
C  -7.195  -5.132  12.716
H  -6.776  -2.688  17.185
H  -5.704  -1.324  16.603
H  -5.131  -2.966  16.488
H  -7.491  -4.952  11.760
H  -7.769  -5.889  13.232
H  -6.140  -5.463  12.688
C  -10.677  -11.912  14.008
O  -10.943  -10.681  14.781
C  -10.384  -10.565  15.908
O  -9.600  -11.614  16.492
O  -10.665  -9.427  16.478
C  -9.829  -9.056  17.585
H  -9.710  -12.397  14.154
H  -10.535  -11.651  12.982
H  -11.465  -12.650  14.071
H  -10.294  -8.212  18.138
H  -8.895  -8.641  17.295
H  -9.643  -9.893  18.340
C  -10.158  -2.128  18.846
O  -11.458  -1.693  18.334
C  -11.646  -0.381  18.194
O  -10.557  0.529  18.349
O  -12.903  0.004  17.985
C  -13.207  1.378  18.077
H  -10.168  -3.184  18.805
H  -9.800  -1.759  19.840
H  -9.406  -1.975  18.081
H  -12.532  1.979  17.453
H  -13.216  1.646  19.151
H  -14.200  1.519  17.645
C  -7.707  -5.989  18.583
O  -6.562  -6.620  19.201
C  -5.479  -5.787  19.348
O  -5.318  -4.525  18.705
O  -4.544  -6.376  20.111
C  -3.279  -5.777  20.276
H  -7.648  -5.841  17.534
H  -7.980  -4.984  19.089
H  -8.573  -6.512  18.881
H  -2.702  -6.327  21.014
H  -3.348  -4.766  20.677
H  -2.838  -5.687  19.258
C  -13.398  -8.410  15.143
O  -14.191  -7.736  14.173
C  -13.625  -6.917  13.304
O  -12.215  -6.632  13.256
O  -14.437  -6.451  12.423
C  -13.934  -5.896  11.250
H  -12.564  -8.921  14.677
H  -13.848  -9.282  15.637
H  -13.150  -7.653  15.873
H  -13.231  -6.525  10.721
H  -13.487  -4.993  11.465
H  -14.710  -5.749  10.574
C  -9.795  -1.907  7.807
O  -10.508  -2.156  9.056
C  -10.069  -2.913  9.993
O  -8.759  -3.482  10.018
O  -10.857  -3.093  10.968
C  -10.551  -4.018  11.982
H  -8.936  -1.268  8.009
H  -10.493  -1.448  7.119
H  -9.438  -2.815  7.254
H  -10.128  -4.926  11.600
H  -11.315  -4.122  12.754
H  -9.665  -3.533  12.454

As for the SMILES: C[C@H]1COC(=O)O1.C[C@H]1COC(=O)O1.C[C@H]1COC(=O)O1.COC(=O)OC.COC(=O)OC.COC(=O)OC.COC(=O)OC.COC(=O)OC.COC(=O)OC. For the relative energy (zero: lowest compared OMol25 entry of this formula, charge and spin), the calculation gives 185.5 kcal/mol. The orbital gap is 0.3399 Ha. The value obtained for the calculated total energy is -3206.66877 Ha. As for the LUMO energy: 0.16 eV.

---

# 2
Entry from the Open Molecules 2025 dataset: an isolated molecule of C9H9NO4 at a distorted geometry (wB97M-V/def2-TZVPD).

Atoms and positions in Å:
C  2.978  0.651  -0.074
C  2.871  -0.616  -0.554
C  1.868  1.442  0.201
C  1.601  -1.241  -0.586
C  0.636  0.912  0.043
C  0.519  -0.376  -0.472
C  -0.668  1.707  0.067
C  -1.562  -0.553  -0.579
C  -1.224  -1.415  1.538
N  -1.732  0.839  -0.301
O  -0.854  2.809  0.439
O  -2.009  -0.890  -1.780
O  -2.967  1.476  -0.643
O  -1.965  -1.445  0.389
H  3.902  1.259  0.013
H  3.675  -1.256  -0.686
H  1.878  2.513  0.490
H  1.598  -2.254  -0.772
H  -1.608  -2.169  2.166
H  -1.237  -0.462  1.972
H  -0.164  -1.735  1.306
H  -2.602  -1.612  -1.696
H  -2.933  2.418  -0.480

For the relative energy (zero: lowest compared OMol25 entry of this formula, charge and spin), the calculation gives 0.0 kcal/mol. The orbital gap (spin up / spin down) is 0.1856 / 0.2155 Ha. The value obtained for the calculated total energy is -703.76780 Ha. Its spin multiplicity is 3. As for the LUMO energy (spin up / spin down): 0.36 / -3.21 eV.

---

# 3
Entry from the Open Molecules 2025 dataset: a structure of composition AsF6H26O13 (wB97M-V/def2-TZVPD).

Atoms and positions in Å:
As  0.144  -0.083  -0.810
F  0.514  1.432  -1.526
F  1.293  -0.831  -1.835
F  -0.297  -1.632  -0.139
F  -1.027  0.690  0.203
F  -1.049  -0.433  -2.046
F  1.262  0.098  0.506
O  0.868  4.084  -2.508
H  0.587  3.200  -2.238
H  1.638  4.258  -1.962
O  -1.454  -0.287  2.956
H  -1.233  -0.275  2.016
H  -0.652  0.025  3.390
O  1.455  -0.133  3.536
H  1.464  0.470  4.288
H  1.994  -0.878  3.819
O  0.062  -2.063  -4.272
H  0.174  -1.285  -3.712
H  -0.575  -2.596  -3.785
O  -2.415  3.642  -1.150
H  -3.281  3.924  -1.455
H  -2.403  2.694  -1.324
O  -3.449  0.692  -2.548
H  -2.632  0.290  -2.217
H  -3.439  0.504  -3.490
O  2.960  -1.251  -4.246
H  3.195  -1.352  -3.319
H  2.042  -1.546  -4.290
O  -2.212  -3.359  -0.773
H  -3.079  -2.986  -0.593
H  -1.583  -2.686  -0.467
O  3.899  0.512  0.391
H  2.938  0.413  0.458
H  4.062  1.403  0.712
O  -3.689  2.198  2.550
H  -3.275  3.060  2.452
H  -3.038  1.575  2.209
O  1.736  -3.502  1.214
H  1.009  -3.175  1.774
H  2.499  -2.976  1.470
O  -0.483  -3.217  2.873
H  -0.925  -2.388  2.643
H  -0.346  -3.157  3.821
O  2.587  2.304  2.278
H  2.151  3.065  2.673
H  2.002  1.559  2.471

For the relative energy (zero: lowest compared OMol25 entry of this formula, charge and spin), the calculation gives 20.8 kcal/mol. Its charge is -1. The orbital gap is 0.3636 Ha. The value obtained for the calculated total energy is -3828.93863 Ha. As for the LUMO energy: 1.71 eV.

---

# 4
Entry from the Open Molecules 2025 dataset: a cluster of 2 separate species, C4H14N2OS in total at a distorted geometry (wB97M-V/def2-TZVPD).

Atoms and positions in Å:
N  2.263  0.041  1.479
C  1.048  -0.658  1.029
C  1.017  -0.757  -0.492
C  -0.192  -1.389  -1.205
S  -0.646  -0.459  -2.708
C  -0.143  0.131  1.574
N  0.007  0.600  2.969
H  3.084  -0.440  1.140
H  2.214  1.010  1.185
H  1.027  -1.580  1.618
H  1.935  -1.216  -0.833
H  1.073  0.292  -0.793
H  -1.019  -1.375  -0.491
H  -0.029  -2.428  -1.465
H  -0.335  0.786  -2.339
H  -1.083  -0.394  1.416
H  -0.202  1.055  0.983
H  0.852  0.172  3.346
H  -0.752  0.185  3.503
H  -2.057  1.216  -0.100
H  -2.056  2.697  0.602
O  -2.404  2.106  -0.062

As for the SMILES: NC[C@H](N)CCS.O. For the relative energy (zero: lowest compared OMol25 entry of this formula, charge and spin), the calculation gives 13.8 kcal/mol. The orbital gap is 0.3675 Ha. The value obtained for the calculated total energy is -743.71189 Ha. As for the LUMO energy: 0.83 eV.

---

Among the records above, which one has the highest relative energy (zero: lowest compared OMol25 entry of this formula, charge and spin)? C30H54O27

---

Look up the calculated total energy of the first one. -3206.66877 Ha

---

calculated total energy of number 2 (C9H9NO4)? -703.76780 Ha